{"formula": "C2H6N4OS", "method": "ωB97M-V with the def2-TZVPD basis set", "symbols": ["H", "N", "O", "N", "N", "C", "C", "H", "H", "N", "H", "H", "S", "H"], "coordinates": [[-2.64092, 1.58191, 0.95820], [-2.04706, -0.26256, 0.14264], [1.35284, 2.05948, -0.13433], [-2.21348, 1.13202, 0.07593], [0.28097, 1.26489, -0.11156], [0.43025, -0.09167, -0.03211], [-0.91880, -0.80838, 0.04014], [-0.67027, 1.67654, -0.17291], [-1.60428, -2.65694, -0.12269], [-0.81930, -2.08002, -0.25235], [-2.85235, 1.53038, -0.64892], [0.09508, -2.53762, -0.07094], [1.95772, -0.77906, 0.12384], [2.04988, 1.41490, 0.11953]], "atomic_forces_ev_per_a": [[0.97, -1.62, -1.41], [-3.21, -0.06, 0.06], [0.73, 0.37, 0.14], [-0.88, 3.21, 1.46], [-0.08, -3.10, -0.22], [-0.15, 2.70, 0.44], [1.99, 2.63, -1.03], [0.00, -0.09, 0.20], [-1.13, -0.55, 0.07], [2.18, -2.70, 0.33], [0.55, -1.67, 0.37], [-0.90, 0.66, -0.25], [-0.66, 0.09, -0.09], [0.60, 0.14, -0.08]], "smiles": "N/N=C(/N)C(=S)NO", "total_charge": 0, "homo_energy_ha": -0.316, "homo_lumo_gap_ev": 8.8628, "de_lowest_kcal_mol": 87.36, "spin_multiplicity": 1}

{"formula": "C2H6N4OS", "method": "ωB97M-V with the def2-TZVPD basis set", "symbols": ["C", "N", "H", "H", "H", "H", "O", "C", "H", "N", "N", "H", "N", "S"], "coordinates": [[-1.19525, 0.52188, 0.70159], [-2.04871, -1.04159, -0.64661], [-1.17244, 1.10788, 1.71640], [-2.48166, -1.98149, -0.58034], [-0.11513, 0.10426, -1.12690], [-2.89266, -0.32766, -1.01465], [0.67100, 1.66434, -0.21112], [1.89502, 1.16956, -0.01481], [2.43254, 2.07872, 0.23001], [-0.38129, 0.76608, -0.42789], [-2.01453, -0.49329, 0.65852], [2.92189, -2.12844, 0.77397], [2.49290, 0.03980, -0.11986], [1.88834, -1.48004, 0.06170]], "atomic_forces_ev_per_a": [[-0.42, -2.23, 0.52], [-3.17, 1.69, -1.51], [0.49, -0.87, -2.54], [0.11, 0.97, 0.09], [-0.57, -0.87, 0.01], [2.67, -2.89, 0.28], [-1.18, -0.12, 0.18], [1.83, -0.80, -0.14], [0.82, -0.12, -0.29], [-0.33, 1.72, 1.38], [1.13, 1.91, 1.39], [-0.72, 1.11, -0.89], [-0.42, 2.27, 1.24], [-0.25, -1.77, 0.28]], "smiles": "N/N=C\\NO/C=N\\S", "total_charge": 0, "homo_energy_ha": -0.312, "homo_lumo_gap_ev": 9.1743, "de_lowest_kcal_mol": 141.20, "spin_multiplicity": 1}

{"formula": "C2H6N4S", "method": "ωB97M-V with the def2-TZVPD basis set", "symbols": ["N", "N", "C", "N", "S", "H", "N", "H", "H", "C", "H", "H", "H"], "coordinates": [[1.39726, -0.13003, -0.36344], [-1.69801, 0.52209, -0.16377], [0.83836, -1.07014, 0.31288], [-0.84146, 1.51282, 0.29758], [3.05186, 0.14174, 0.02004], [-0.65699, 1.37029, 1.27872], [-0.45185, -1.50910, 0.11741], [1.38449, -1.67599, 1.03518], [3.36001, 0.76200, -1.12048], [-1.46546, -0.81009, -0.21201], [-2.36129, -1.33058, -0.56066], [-2.60946, 0.84843, -0.47618], [0.05254, 1.36856, -0.16524]], "atomic_forces_ev_per_a": [[0.04, -0.34, 0.16], [-0.61, -0.31, -0.20], [-0.17, 0.23, -0.23], [0.16, 0.19, -0.16], [-0.12, -0.07, 0.11], [-0.09, -0.08, 0.37], [0.56, -0.14, 0.06], [0.09, 0.00, 0.04], [-0.05, 0.03, -0.09], [-0.59, 0.61, -0.12], [0.15, -0.08, 0.06], [0.49, -0.16, 0.14], [0.15, 0.10, -0.14]], "smiles": "NN/C=N\\C=N\\S", "total_charge": 0, "homo_energy_ha": -0.305, "homo_lumo_gap_ev": 9.1319, "de_lowest_kcal_mol": 45.31, "spin_multiplicity": 1}

{"formula": "C2H6N4S", "method": "ωB97M-V with the def2-TZVPD basis set", "symbols": ["H", "H", "H", "H", "H", "C", "N", "N", "S", "C", "N", "H", "N"], "coordinates": [[-1.72688, -2.07707, -0.51909], [-0.15728, 1.70311, -1.37380], [-0.43696, -3.12278, 0.08809], [1.14673, -0.36567, 1.76840], [-2.49770, 0.11437, -0.94801], [-0.09174, -1.16769, 0.29339], [-0.71814, -2.29941, -0.36922], [-1.45352, -0.18311, -1.37092], [1.06218, 1.92440, 0.71727], [0.20664, 1.21611, -0.52454], [0.81287, -1.24464, 1.25103], [-1.60033, -1.24002, -1.71762], [-0.41432, -0.00039, -0.56622]], "atomic_forces_ev_per_a": [[1.34, -1.44, 1.15], [-0.05, 1.39, -1.37], [-0.25, -1.25, 0.72], [-0.86, -1.37, -2.02], [3.70, -0.79, -0.95], [2.56, 0.63, 0.66], [0.24, 2.42, 0.90], [-6.34, -0.99, -2.66], [-0.42, -0.63, -1.29], [-0.37, -0.80, 2.08], [-2.74, 0.50, -1.32], [1.25, 3.90, 0.42], [1.94, -1.58, 3.66]], "smiles": "[H]/N=C(/N)N(N)C=S", "total_charge": 0, "homo_energy_ha": -0.315, "homo_lumo_gap_ev": 8.5920, "de_lowest_kcal_mol": 72.97, "spin_multiplicity": 1}

{"formula": "C2H6N4S2", "method": "ωB97M-V with the def2-TZVPD basis set", "symbols": ["C", "H", "S", "H", "N", "C", "H", "N", "H", "H", "S", "N", "H", "N"], "coordinates": [[-1.57307, -0.60852, -0.04386], [0.80201, 1.71396, 0.26497], [-1.66614, 2.10955, -0.12389], [3.29755, -0.44886, -0.59511], [2.74355, 0.01265, 0.10586], [0.55342, 0.68498, 0.01278], [2.87822, 1.01832, 0.02559], [-0.85856, -1.73252, -0.03918], [0.12743, -1.66362, -0.17040], [-2.36007, 1.76911, 0.98448], [-3.19748, -0.58797, -0.02797], [1.38812, -0.29523, -0.13942], [-1.31968, -2.57394, -0.07092], [-0.81528, 0.60209, -0.18292]], "atomic_forces_ev_per_a": [[0.71, 0.69, -0.97], [0.62, -0.07, 0.01], [0.21, -0.57, 0.16], [0.08, -0.18, -0.16], [-0.71, 0.32, 0.27], [1.31, -1.00, -0.25], [0.24, -0.06, 0.01], [0.95, 2.10, 0.16], [0.81, -0.20, -0.04], [-0.01, 0.32, -0.11], [-1.14, -0.07, 0.27], [-0.82, 1.64, 0.08], [-1.25, -1.97, 0.04], [-1.00, -0.96, 0.53]], "smiles": "N/N=C/N(S)C(N)=S", "total_charge": 0, "homo_energy_ha": -0.303, "homo_lumo_gap_ev": 8.8822, "de_lowest_kcal_mol": 42.19, "spin_multiplicity": 1}

{"formula": "C2H6N5P", "method": "ωB97M-V with the def2-TZVPD basis set", "symbols": ["N", "C", "H", "N", "H", "H", "H", "H", "C", "H", "P", "N", "N", "N"], "coordinates": [[2.69075, -0.04438, 0.97399], [-0.94756, -0.98066, -0.89367], [-0.08653, 1.10762, -0.30771], [1.05907, -1.53625, 0.10276], [3.67128, 0.17556, 1.06976], [-0.56063, -1.53018, -1.74663], [-2.29804, 1.11372, 1.13447], [-1.59692, 1.02610, -1.25514], [-1.11036, 0.48225, -0.52662], [0.89482, -1.45017, 1.09713], [2.23023, -0.57771, -0.44343], [-1.85164, 0.29646, 0.68974], [-1.67370, -1.71512, 0.00117], [-2.21084, -0.95044, 0.83023]], "atomic_forces_ev_per_a": [[0.68, 0.14, -0.08], [2.98, -0.44, 1.49], [-2.17, -1.75, -0.58], [-2.71, -0.24, -2.10], [0.29, 0.64, -0.15], [-0.29, 0.78, -0.14], [0.05, -1.44, 0.00], [-1.46, 1.25, -1.63], [3.90, -0.34, 1.28], [-0.07, 0.04, 0.33], [0.39, 0.01, 1.10], [0.17, 1.91, -0.59], [-0.40, -0.77, -1.18], [-1.36, 0.21, 2.24]], "total_charge": 0, "homo_energy_ha": [-0.308, -0.294], "homo_lumo_gap_ev": [7.2522, 6.6845], "de_lowest_kcal_mol": 66.29, "spin_multiplicity": 1}

{"formula": "C2H6N5S", "method": "ωB97M-V with the def2-TZVPD basis set", "symbols": ["C", "H", "C", "N", "H", "H", "H", "H", "H", "N", "N", "N", "N", "S"], "coordinates": [[-0.24913, 0.79263, 0.07327], [-2.13393, 1.57662, -0.24849], [2.62120, -0.30834, -0.22194], [-1.72802, 0.75686, 0.30298], [-0.84148, -1.99111, -1.05711], [-2.01751, 0.64254, 1.26180], [-0.38628, -2.31814, 0.39576], [1.26884, 1.79671, 0.12725], [-1.92308, -0.13547, -0.20977], [-0.76283, -1.53525, -0.14178], [1.65102, -0.78752, -0.76758], [0.14831, -0.53056, -0.13523], [0.34293, 1.85532, 0.39525], [4.00996, 0.18570, 0.22557]], "atomic_forces_ev_per_a": [[0.36, -0.58, 2.16], [0.36, -1.07, 1.53], [1.09, 0.55, 0.65], [-0.09, 0.53, -3.18], [-0.11, 0.58, -0.32], [-0.16, 0.42, 0.51], [-0.32, 0.36, 0.70], [2.83, 0.22, -0.24], [-0.91, 0.35, 0.73], [0.64, -1.95, -1.04], [-4.94, -0.39, 0.23], [3.86, 1.54, -0.92], [-2.69, -0.68, -1.01], [0.07, 0.12, 0.20]], "smiles": "[H]/N=C(/[NH3+])N(N)N=C=S", "total_charge": 1, "homo_energy_ha": -0.491, "homo_lumo_gap_ev": 8.4821, "de_lowest_kcal_mol": 77.46, "spin_multiplicity": 1}

{"formula": "C2H6N6", "method": "ωB97M-V with the def2-TZVPD basis set", "symbols": ["N", "N", "H", "N", "H", "N", "C", "N", "C", "H", "H", "H", "H", "N"], "coordinates": [[-1.35216, -0.13069, -0.20888], [0.59749, 1.01430, -0.09098], [1.98175, -2.30021, 1.05297], [-1.46793, 2.20364, -0.43371], [-2.21264, -0.11041, -0.76992], [-0.40474, -1.10605, -0.76125], [-0.78107, 1.12814, -0.30174], [0.81917, -0.03678, 0.85060], [0.68218, -1.23600, 0.15113], [-0.87248, -2.01760, -0.86171], [1.59800, 0.07955, 1.49816], [-0.90476, 3.00708, -0.65271], [1.03513, 1.85565, 0.26172], [1.28206, -2.35061, 0.26632]], "atomic_forces_ev_per_a": [[-0.68, -0.18, -1.05], [0.42, 1.00, 0.32], [-0.63, -0.05, -1.32], [-0.03, -1.52, -0.90], [0.52, -0.26, 0.31], [-0.10, -0.41, 0.54], [-0.25, 1.67, 0.80], [0.43, -1.00, -0.12], [-0.53, -0.72, 0.21], [0.38, 0.67, 0.17], [-0.19, -0.04, -0.73], [0.36, 0.39, 0.52], [-0.29, 0.08, -0.20], [0.60, 0.36, 1.47]], "smiles": "N=C1NNC(=N)NN1", "total_charge": 0, "homo_energy_ha": -0.306, "homo_lumo_gap_ev": 9.0045, "de_lowest_kcal_mol": 19.32, "spin_multiplicity": 1}

{"formula": "C2H6N6O2S", "method": "ωB97M-V with the def2-TZVPD basis set", "symbols": ["N", "N", "O", "O", "H", "N", "H", "C", "H", "N", "H", "H", "N", "S", "C", "N", "H"], "coordinates": [[-0.05089, 0.98877, -0.06228], [-1.90626, -1.83137, 0.43570], [-3.23006, -0.29443, -1.31285], [-4.00848, 0.84792, 0.62938], [-0.20278, 1.88802, 0.34517], [1.62594, -0.49319, -0.65775], [2.38905, 2.11896, 0.94325], [1.19832, 0.70306, -0.12481], [3.50038, -1.31670, -1.08121], [2.39959, 1.38209, 0.27860], [0.93180, -1.24649, -1.01916], [-1.96592, -1.72137, -0.58169], [-1.97444, -0.75640, 0.97569], [-2.90096, 0.75203, -0.29623], [2.95814, -0.54277, -0.53444], [3.44086, 0.52606, -0.02589], [-2.20431, -1.00419, 2.08852]], "atomic_forces_ev_per_a": [[0.88, -0.23, -0.18], [0.17, -1.62, 0.12], [1.50, 1.72, 0.88], [0.23, 0.83, 0.47], [-0.15, 0.70, 0.27], [-2.98, -1.31, -0.66], [0.63, 0.27, 0.42], [-0.49, 0.94, 0.76], [0.27, 0.32, 0.77], [-2.58, -3.30, -2.30], [1.97, 2.14, 0.98], [0.19, 0.48, -0.55], [-1.30, -1.18, 3.61], [-2.41, -1.80, -1.61], [1.02, -0.08, -1.10], [1.89, 0.64, 0.96], [1.15, 1.47, -2.83]], "total_charge": 0, "homo_energy_ha": -0.317, "homo_lumo_gap_ev": 8.4986, "de_lowest_kcal_mol": 26.22, "spin_multiplicity": 1}

| no. | F_max (eV Å⁻¹) |
| --- | --- |
| 1 | 3.6 |
| 2 | 3.9 |
| 3 | 0.9 |
| 4 | 6.9 |
| 5 | 2.3 |
| 6 | 4.1 |
| 7 | 5.0 |
| 8 | 1.9 |
| 9 | 4.8 |